(1)
This record from the OMol25 dataset describes an isolated ion of composition C4H6NO3 and charge -1. The level of theory is ωB97M-V/def2-TZVPD.

Geometry (Å):
C -1.2275 0.5270 -1.4473
C -1.1635 0.5623 0.0991
C -0.2316 -0.4167 0.8019
O -0.6980 -1.3072 1.4995
N 1.0632 -0.2995 0.4194
C 2.3141 -0.9535 0.9848
O 3.1692 -1.0530 0.0922
O 2.2946 -1.2310 2.1728
H -1.0077 -0.4458 -1.8578
H -0.4757 1.2257 -1.8197
H -2.1924 0.9186 -1.7087
H -2.1699 0.3960 0.4825
H -0.8801 1.5631 0.4381
H 1.2054 0.5139 -0.1569

Its charge is -1. The LUMO energy is 3.61 eV. As for the structure (SMILES): CCC(=O)NC(=O)[O-]. For the total energy, the calculation gives -11880.157 eV.

=====

(2)
This record from the OMol25 dataset describes C9H11NO4 in the gas phase. The level of theory is ωB97M-V/def2-TZVPD.

Geometry (Å):
C 1.0355 -1.4083 -0.1911
C -0.0615 -0.4860 -0.9402
C 0.6379 0.4572 -1.8925
C -1.0365 -1.3401 -1.7673
C -0.8254 0.3126 0.1705
O -1.8545 1.0480 -0.4326
O -1.3667 -0.6365 1.1533
C -0.7072 -0.6890 2.3237
O -0.8572 -1.5269 3.1346
C 0.1403 0.4679 2.3054
O 0.8466 1.1946 3.1365
N 1.3560 2.2566 2.4896
C 1.0199 2.2140 1.2298
C 0.1368 1.1083 1.0873
H 1.7927 -1.8339 -1.0807
H 0.6855 -2.2837 0.3729
H 1.5956 -0.6383 0.3433
H 1.3075 -0.0846 -2.6517
H -0.1278 1.1872 -2.3480
H 1.4595 0.9628 -1.3734
H -0.4253 -2.0227 -2.4103
H -1.6955 -0.8228 -2.4355
H -1.5719 -1.9208 -1.0380
H -2.4892 1.3669 0.2788
H 1.0045 3.1175 0.5355

The LUMO energy is -0.09 eV. As for the structure (SMILES): CC(C)(C)[C@@]1(O)OC(=O)c2oncc21. For the total energy, the calculation gives -19188.603 eV.

=====

Record order is preserved below.
Energy relative to the best compared isomer or geometry (same formula, charge and spin): 30.07, 359.67 kJ/mol